1.
Formula: C43H36N4O2OsPSi
Source: the Open Molecules 2025 dataset
Level of theory: the ωB97M-V functional and the def2-TZVPD basis

Values from the calculation:
Frontier orbital gap: 7.3 eV
Charge: +1
LUMO level: -2.544 eV
E: -74863.185 eV

Geometry as XYZ:
```
88
Properties=species:S:1:pos:R:3:forces:R:3
Os -0.59342 0.40907 -0.79785 -0.04 0.07 -0.27
P 0.76773 -1.25850 -1.06358 0.03 -0.10 0.04
Si -0.10415 1.76900 2.14206 0.02 0.04 0.05
O -1.24469 0.67061 -2.69815 -0.12 0.16 0.21
O -0.47624 0.25305 1.39682 0.00 -0.19 -0.08
N -2.26214 -0.56818 -0.22153 -0.04 0.02 -0.11
N 1.03252 1.49697 -1.63931 -0.01 -0.13 0.04
N -2.34543 -1.07084 1.07225 -0.02 -0.06 0.10
N 2.16097 -0.52028 -1.72775 -0.03 0.11 -0.01
C -0.84511 5.25472 0.04583 0.02 -0.04 -0.01
C 1.89218 3.46750 -2.68600 0.04 -0.03 0.00
C -1.43763 -0.64136 1.85027 -0.03 0.16 0.00
C 1.72721 1.89642 2.33579 -0.01 0.00 -0.03
C -1.15184 -1.88462 5.89542 -0.02 0.00 -0.01
C -0.73840 -2.63713 -2.94171 0.00 0.01 0.00
C 3.95017 2.31003 1.47101 0.00 -0.01 0.00
C -4.70196 -0.60368 -2.91746 -0.03 -0.02 0.01
C 2.51641 -1.56300 1.08776 0.00 -0.04 0.01
C -1.95171 4.94496 -0.73360 0.02 -0.04 -0.01
C 1.31218 -3.70861 -2.26770 0.01 -0.03 0.00
C 2.32245 -3.27860 2.76196 0.03 0.03 -0.01
C -3.29765 -0.77745 -0.96972 0.03 -0.01 0.00
C -0.86138 3.02772 0.99959 0.09 0.06 0.00
C -0.09895 -4.73806 -3.91617 0.00 0.02 0.01
C 3.67492 1.51633 3.72538 -0.01 0.00 0.00
C 0.41492 -2.64318 -2.16626 0.02 -0.03 0.03
C -0.99607 -3.68624 -3.81280 0.01 -0.02 -0.01
C -5.01116 -0.21707 -4.18979 0.03 0.01 0.00
C 0.91747 2.78672 -1.99734 0.03 0.08 -0.02
C 2.12141 0.82096 -2.03859 0.09 -0.14 0.06
C 1.05796 -4.74939 -3.14470 -0.01 0.03 0.00
C -2.81161 0.75602 -4.39990 0.01 0.01 -0.05
C 3.16164 1.44291 -2.73162 0.05 0.05 -0.03
C 1.39288 -2.06931 0.43500 0.12 0.09 0.01
C -0.09986 -1.12516 3.87479 -0.01 0.00 0.01
C 3.04785 2.77703 -3.04947 -0.07 -0.02 0.03
C -3.44518 -0.32622 -2.32160 0.04 0.04 0.04
C -0.00639 -1.53554 5.19487 0.00 0.01 -0.02
C 0.72230 -3.16750 0.97137 -0.02 0.00 -0.01
C -1.34344 -1.06286 3.25399 0.04 -0.04 0.04
C -2.45943 0.37009 -3.08527 -0.05 -0.06 -0.01
C 4.50123 1.90434 2.68002 -0.02 0.01 0.00
C 2.57383 2.30822 1.30244 0.03 -0.05 0.04
C -2.49199 -1.42678 3.95258 -0.01 0.02 -0.03
C -4.04140 0.47692 -4.93373 0.02 -0.01 0.04
C -2.52884 3.68411 -0.64588 0.04 0.00 0.04
C 1.18541 -3.76691 2.13332 -0.01 -0.01 -0.04
C 2.29810 1.51658 3.55444 0.02 -0.02 -0.01
C -1.99931 2.74343 0.22976 -0.03 0.00 -0.02
C -0.29403 4.29993 0.89284 -0.08 0.01 -0.04
C -2.39274 -1.83273 5.27187 0.01 0.00 0.02
C 2.98484 -2.17365 2.24289 -0.03 -0.03 0.01
H 3.86876 -1.78615 2.73302 0.00 0.00 0.00
H 1.74699 4.50717 -2.93853 0.00 0.00 0.00
H -2.36822 5.68577 -1.40292 -0.01 0.00 0.00
H -3.28478 -2.10538 5.81897 -0.01 0.00 0.00
H -3.45176 -1.37890 3.45666 -0.01 -0.01 0.00
H 2.20157 -3.73615 -1.64743 0.00 0.00 0.00
H -1.43271 -1.81347 -2.86658 0.02 -0.04 -0.01
H 3.03810 -0.70342 0.68480 -0.01 0.02 0.02
H -3.39794 3.43587 -1.24087 -0.01 0.00 -0.01
H -1.07962 -2.20117 6.92726 0.00 0.00 0.01
H 4.10222 1.22256 4.67521 0.00 0.00 0.00
H 0.79591 -0.88457 3.31686 0.02 0.01 -0.02
H -5.43426 -1.13998 -2.32504 0.00 0.00 0.00
H 0.66372 -4.62235 2.54125 -0.01 0.00 0.01
H -2.05789 1.28130 -4.97162 0.00 0.00 0.00
H 2.69120 -3.75890 3.65894 0.00 0.00 0.01
H -2.52334 1.79760 0.34331 0.00 0.01 0.02
H 1.66191 1.21827 4.38027 -0.01 0.00 0.01
H -0.15325 -3.56678 0.47239 -0.01 -0.01 -0.01
H 2.92785 -1.05876 -2.10405 -0.03 0.03 0.03
H -0.00310 3.26941 -1.70740 -0.07 0.03 0.04
H -1.89775 -3.67828 -4.41069 -0.01 0.00 0.00
H -4.12133 -1.32537 -0.51840 0.02 0.01 -0.01
H -0.74680 1.72440 3.46544 -0.04 0.00 -0.02
H -5.97860 -0.43964 -4.61613 0.00 0.00 0.00
H -4.26547 0.79352 -5.94438 0.00 0.00 -0.01
H 3.84075 3.27482 -3.59128 0.00 0.00 0.00
H -0.30037 -5.55525 -4.59585 0.00 -0.01 0.00
H 0.58249 4.55542 1.47678 0.02 -0.01 0.00
H 0.96291 -1.59147 5.67328 0.01 0.00 0.00
H 4.02969 0.86623 -3.02019 0.01 0.00 0.00
H 4.59292 2.63328 0.66208 0.00 0.00 0.00
H -0.40223 6.24036 -0.01302 0.00 0.00 0.00
H 2.15807 2.63456 0.36013 -0.04 0.02 -0.08
H 5.57514 1.90759 2.81312 0.01 0.00 0.00
H 1.75481 -5.57295 -3.22225 0.00 -0.01 0.00
```
Forces are in eV/Å.

=====

2.
Formula: C43H36N5O2RuSTe
Source: the Open Molecules 2025 dataset
Level of theory: the ωB97M-V functional and the def2-TZVPD basis

Values from the calculation:
2S+1: 2
Frontier orbital gap (spin up / spin down): 5.8 / 5.6 eV
Charge: 0
LUMO level (spin up / spin down): -0.668 / -0.772 eV
E: -77432.467 eV

Geometry as XYZ:
```
89
Properties=species:S:1:pos:R:3:forces:R:3
Te -0.06010 -2.35960 -1.47010 0.28 0.18 -1.23
Ru -0.53130 -0.02310 -0.09110 0.31 1.28 -1.16
S -2.61720 2.80060 2.87720 0.65 -0.43 -0.39
O 2.04960 -1.05190 3.14120 -0.23 -0.38 0.40
O 2.08260 1.37400 -3.27750 -0.38 0.47 -0.30
N 1.34470 -0.80980 0.96440 -3.13 -0.96 1.38
N 1.35410 0.69930 -1.18710 -2.37 1.16 -1.07
N -1.11260 -1.75890 1.67370 0.91 0.48 0.46
N -1.11100 1.70930 -1.75070 0.94 -1.39 0.05
N -0.86800 1.43530 1.51270 -2.12 -0.80 -1.03
C -0.17980 1.69670 -2.72540 -0.88 0.36 -0.31
C -5.35330 0.31080 0.22340 -0.28 -0.05 -0.05
C -2.65470 -2.49120 3.34640 0.32 -0.04 0.26
C 1.85700 3.25310 3.24080 -0.03 -0.15 -0.18
C -0.80690 -4.13140 -5.40060 0.01 0.01 -0.01
C 3.78310 -0.96920 0.97260 -0.73 -0.03 -0.02
C -2.18540 1.59180 1.69080 2.04 0.93 0.98
C 1.18790 -1.16010 2.27140 1.08 1.03 -1.26
C -0.47410 2.07360 -4.04110 0.32 -0.10 0.40
C -0.91560 3.09900 3.13590 -0.26 -0.49 -0.47
C -4.50800 1.01120 1.05500 0.77 0.08 0.05
C 1.20290 1.27190 -2.41800 1.29 -1.22 1.57
C 3.81010 0.75900 -1.22220 -0.58 0.05 -0.10
C 4.10790 2.41260 2.43600 -0.20 0.14 0.16
C 2.55970 -0.50140 0.45630 1.84 1.00 -1.45
C -3.44990 -0.70650 -0.86040 -0.61 -0.26 -0.39
C -0.43910 -3.36080 -4.30430 0.27 0.09 0.01
C 3.36660 3.36980 3.37090 0.34 0.00 -0.01
C -0.33170 4.01170 3.98820 0.30 0.19 0.19
C 1.09260 -3.32490 -6.62860 0.06 0.06 0.00
C -0.42050 -1.96100 3.96170 0.22 0.11 -0.23
C 1.47620 -2.57200 -5.53440 -0.01 -0.04 -0.04
C -2.57280 -0.01960 -0.04850 0.60 0.15 1.06
C 1.25530 2.35560 2.37480 -0.09 -0.09 -0.11
C 0.71500 -2.58990 -4.37330 -0.15 -0.15 0.13
C 3.76590 3.03080 4.81440 -0.08 0.02 -0.16
C -1.67880 -2.37480 4.33600 -0.33 -0.02 -0.43
C -1.75290 2.45510 -4.36790 -0.43 0.02 0.49
C -2.70390 2.50340 -3.34610 0.40 0.12 -0.27
C 1.07570 -1.71920 -3.21760 0.08 0.18 0.35
C -4.83070 -0.54610 -0.73460 0.39 0.03 -0.04
C -0.04730 -4.10810 -6.55800 -0.11 -0.07 -0.02
C -0.17110 -1.63940 2.62640 -0.91 -0.44 0.37
C -0.13710 2.26300 2.30920 0.36 0.99 0.93
C -2.32810 2.14250 -2.06540 -0.41 0.11 0.06
C -2.31600 -2.18980 2.04000 -0.26 -0.09 -0.07
C -1.27920 -3.29810 -3.06230 -0.29 0.23 0.50
C -3.11840 0.85610 0.92280 -1.16 -0.94 -1.07
C 1.04810 4.07960 4.03040 -0.45 0.04 0.03
C 4.98280 0.30790 -0.67260 0.43 -0.46 0.66
C 2.56620 0.34030 -0.70900 1.92 -0.93 1.28
C 3.80070 4.80510 3.04000 -0.10 -0.16 0.04
C 4.97150 -0.57650 0.41340 0.40 0.45 -0.65
H -0.94280 4.65620 4.60040 -0.02 0.10 0.10
H 1.83200 1.71410 1.73100 0.16 -0.14 -0.09
H -2.18510 -2.71830 -3.25510 0.03 0.01 0.13
H -1.57850 -4.29390 -2.73390 0.03 0.09 0.12
H 1.50170 4.79990 4.69200 0.08 0.06 0.10
H 2.14500 -1.73430 -3.00400 -0.10 0.07 0.12
H -3.04290 2.19970 -1.25750 -0.08 -0.13 0.03
H 4.88370 4.88940 3.10630 0.10 0.01 0.01
H 3.36380 5.52470 3.72740 -0.04 0.13 0.07
H 3.46340 2.01420 5.05510 -0.01 -0.12 0.06
H 3.83020 1.43900 -2.05700 0.01 -0.07 -0.02
H 3.85910 2.60690 1.39530 0.01 -0.07 -0.18
H -6.42220 0.43590 0.30990 -0.09 0.00 0.03
H 1.68010 -3.29930 -7.53420 0.06 -0.02 -0.07
H -3.04690 -2.29520 1.24870 -0.04 0.07 -0.01
H 2.36080 -1.95470 -5.57740 0.12 0.07 0.00
H 0.79210 -0.69370 -3.45300 0.07 -0.18 0.20
H 3.77010 -1.63530 1.81880 0.02 0.02 0.05
H 3.86870 1.37910 2.67210 -0.02 -0.18 -0.08
H -4.89190 1.69200 1.80070 -0.18 0.06 0.07
H 0.32770 2.03680 -4.76320 0.06 -0.03 0.02
H -2.01190 2.72140 -5.38160 -0.04 0.01 -0.07
H 5.92560 0.63160 -1.08910 0.08 0.05 -0.03
H 0.39350 -1.86130 4.66230 0.06 0.06 0.03
H -1.90280 -2.60670 5.36590 -0.03 -0.02 0.09
H -3.71660 2.81280 -3.54520 -0.12 0.07 0.06
H 5.18120 2.54710 2.55420 0.10 0.02 0.02
H -5.49310 -1.08910 -1.39210 -0.08 -0.06 -0.06
H -3.07950 -1.37420 -1.62970 0.05 0.00 0.05
H 4.84550 3.10860 4.92700 0.11 0.00 0.03
H 5.90410 -0.93980 0.81930 0.08 -0.06 0.05
H -1.69070 -4.74930 -5.35050 -0.14 -0.07 0.00
H -0.34810 -4.69770 -7.41050 -0.03 -0.09 -0.07
H 3.49490 5.06850 2.02970 -0.01 0.06 -0.12
H -3.65450 -2.81240 3.58880 -0.12 -0.07 -0.04
H 3.29860 3.70510 5.52770 -0.03 0.08 0.12
```
Forces are in eV/Å.